# 1
A single C11H21N5O5 molecule. Source: the Open Molecules 2025 dataset; level of theory: ωB97M-V/def2-TZVPD.

Element x y z (Å)
H  -3.553  -1.735  -2.095
N  -2.824  -1.009  -2.240
C  -1.607  -1.395  -2.277
N  -1.128  -2.649  -1.990
N  -0.637  -0.441  -2.458
C  0.696  -0.696  -3.070
C  1.551  0.555  -3.124
C  2.025  1.010  -1.778
C  0.944  1.231  -0.669
N  0.157  2.451  -0.868
C  1.729  1.444  0.682
O  2.640  2.316  0.763
N  1.391  0.751  1.722
C  0.839  -0.622  1.830
C  -0.668  -0.708  1.839
C  -1.277  0.196  2.979
C  -2.740  0.681  2.724
O  -3.523  1.031  3.559
O  -3.088  0.764  1.412
C  1.554  -1.390  0.735
O  1.124  -1.786  -0.285
O  2.856  -1.531  1.059
H  -1.767  -3.430  -1.937
H  -0.237  -2.662  -1.348
H  -1.121  0.327  -2.889
H  1.257  -1.539  -2.528
H  0.599  -0.996  -4.092
H  2.427  0.436  -3.781
H  0.997  1.353  -3.602
H  2.675  1.901  -1.873
H  2.640  0.178  -1.415
H  0.171  0.509  -0.712
H  0.673  3.339  -0.674
H  -0.728  2.468  -0.358
H  2.124  0.697  2.351
H  1.262  -1.082  2.772
H  -0.926  -1.760  2.105
H  -1.047  -0.392  0.890
H  -1.247  -0.013  4.093
H  -0.705  1.151  2.949
H  -3.853  1.262  1.388
H  3.290  -1.934  0.300

Properties
- Kohn-Sham gap (eV) = 8.618
- M (g/mol) = 303.32
- structure (SMILES) = [H]/N=C(\N)NCCC[C@H](N)C(=O)N[C@@H](CCC(=O)O)C(=O)O
- multiplicity = 1

Löwdin charges, unit e, in atom order: number 1, H, carries 0.04; number 2, N, carries 0.08; number 3, C, carries -0.62; number 4, N, carries 0.11; number 5, N, carries 0.02; number 6, C, carries -0.19; number 7, C, carries -0.21; number 8, C, carries -0.15; number 9, C, carries -0.29; number 10, N, carries 0.06; number 11, C, carries -0.43; number 12, O, carries 0.03; number 13, N, carries 0.14; number 14, C, carries -0.20; number 15, C, carries -0.10; number 16, C, carries -0.06; number 17, C, carries -0.50; number 18, O, carries 0.10; number 19, O, carries 0.11; number 20, C, carries -0.49; number 21, O, carries 0.12; number 22, O, carries 0.14; number 23, H, carries 0.09; number 24, H, carries 0.11; number 25, H, carries 0.12; number 26, H, carries 0.12; number 27, H, carries 0.10; number 28, H, carries 0.12; number 29, H, carries 0.11; number 30, H, carries 0.13; number 31, H, carries 0.11; number 32, H, carries 0.08; number 33, H, carries 0.10; number 34, H, carries 0.08; number 35, H, carries 0.12; number 36, H, carries 0.18; number 37, H, carries 0.14; number 38, H, carries 0.10; number 39, H, carries 0.14; number 40, H, carries 0.12; number 41, H, carries 0.08; number 42, H, carries 0.13

# 2
3 unconnected molecules or ions with the total composition C6H12. Source: the Open Molecules 2025 dataset; level of theory: ωB97M-V/def2-TZVPD.

Element x y z (Å)
C  1.142  0.052  -1.258
C  -0.136  0.007  -0.423
C  -1.372  -0.136  -1.297
C  -0.067  -0.876  0.834
C  0.359  0.210  1.642
C  -0.155  1.225  0.633
H  1.130  0.911  -1.940
H  2.032  0.131  -0.623
H  1.239  -0.856  -1.864
H  -1.468  0.710  -1.988
H  -2.283  -0.180  -0.689
H  -1.318  -1.052  -1.898
H  -0.957  -1.460  1.062
H  0.551  -1.667  1.962
H  1.372  0.319  2.015
H  0.287  -0.916  2.705
H  0.464  2.099  0.399
H  -1.193  1.535  0.793

Properties
- Kohn-Sham gap (eV) = 9.886
- M (g/mol) = 84.16
- multiplicity = 1

Löwdin charges, unit e, in atom order: number 1, C, carries -0.06; number 2, C, carries -0.51; number 3, C, carries -0.06; number 4, C, carries -0.20; number 5, C, carries -0.22; number 6, C, carries -0.09; number 7, H, carries 0.08; number 8, H, carries 0.09; number 9, H, carries 0.08; number 10, H, carries 0.08; number 11, H, carries 0.08; number 12, H, carries 0.08; number 13, H, carries 0.09; number 14, H, carries 0.12; number 15, H, carries 0.09; number 16, H, carries 0.13; number 17, H, carries 0.10; number 18, H, carries 0.11

# 3
A molecular structure, C38H38Cl3N4OTi. Source: the Open Molecules 2025 dataset; level of theory: ωB97M-V/def2-TZVPD.

Element x y z (Å)
Ti  0.127  -0.034  0.082
C  -3.390  -0.320  0.890
C  -2.275  -0.223  1.715
C  -1.613  1.000  1.854
C  -2.093  2.124  1.171
C  -3.210  2.026  0.356
C  -3.856  0.801  0.217
H  -3.912  -1.263  0.804
H  -1.962  -1.076  2.301
H  -0.844  1.113  2.609
H  -1.634  3.091  1.334
H  -3.594  2.905  -0.144
H  -4.743  0.724  -0.399
Cl  -0.198  -4.820  0.172
C  0.777  -3.869  1.226
C  1.670  -4.519  2.119
C  2.432  -3.784  2.971
Cl  3.496  -4.577  4.071
C  2.372  -2.358  2.965
C  3.116  -1.510  3.810
C  2.973  -0.154  3.695
C  2.113  0.365  2.716
N  1.401  -0.388  1.902
C  1.505  -1.748  2.054
C  0.669  -2.516  1.213
O  -0.190  -1.810  0.428
H  1.726  -5.598  2.120
H  3.789  -1.938  4.542
H  3.518  0.526  4.334
H  2.026  1.438  2.595
C  5.907  4.000  -1.143
C  4.867  4.337  -0.074
C  4.437  5.801  -0.234
C  5.488  4.132  1.318
C  3.648  3.428  -0.166
C  2.477  3.730  0.534
C  1.421  2.852  0.509
N  1.434  1.708  -0.195
C  2.529  1.437  -0.927
C  3.648  2.245  -0.904
C  2.468  0.189  -1.744
C  3.271  -0.006  -2.842
C  3.176  -1.187  -3.587
C  2.250  -2.121  -3.140
C  1.455  -1.844  -2.043
N  1.536  -0.700  -1.354
C  4.079  -1.415  -4.792
C  5.505  -1.646  -4.267
C  4.063  -0.173  -5.694
C  3.639  -2.634  -5.602
H  6.735  4.705  -1.071
H  5.498  4.077  -2.154
H  6.332  3.002  -1.011
H  5.322  6.437  -0.241
H  3.807  6.144  0.587
H  3.902  5.967  -1.172
H  6.378  4.755  1.415
H  5.786  3.093  1.472
H  4.792  4.416  2.110
H  2.385  4.635  1.117
H  0.521  3.053  1.076
H  4.520  1.954  -1.469
H  3.971  0.764  -3.131
H  2.117  -3.067  -3.643
H  0.722  -2.559  -1.690
H  5.869  -0.789  -3.695
H  6.182  -1.795  -5.109
H  5.559  -2.530  -3.629
H  4.519  0.694  -5.214
H  3.049  0.094  -6.000
H  4.640  -0.377  -6.596
H  3.745  -3.563  -5.038
H  4.274  -2.722  -6.484
H  2.606  -2.552  -5.948
Cl  -3.171  -1.901  -3.996
C  -2.403  -0.503  -3.360
C  -2.446  0.714  -4.019
C  -1.801  1.796  -3.443
C  -1.133  1.623  -2.247
N  -1.096  0.444  -1.610
C  -1.736  -0.599  -2.156
H  -2.973  0.805  -4.960
H  -1.808  2.768  -3.916
H  -0.607  2.443  -1.778
H  -1.714  -1.542  -1.622

Properties
- Kohn-Sham gap (alpha / beta) (eV) = 7.437 / 7.338
- M (g/mol) = 720.98
- ⟨S²⟩ = 0.75
- net charge = +2
- multiplicity = 2

Löwdin charges, unit e, in atom order: number 1, Ti, carries 1.07; number 2, C, carries -0.05; number 3, C, carries -0.10; number 4, C, carries -0.15; number 5, C, carries -0.09; number 6, C, carries -0.07; number 7, C, carries -0.05; number 8, H, carries 0.13; number 9, H, carries 0.12; number 10, H, carries 0.11; number 11, H, carries 0.11; number 12, H, carries 0.12; number 13, H, carries 0.12; number 14, Cl, carries 0.77; number 15, C, carries -0.57; number 16, C, carries -0.08; number 17, C, carries -0.58; number 18, Cl, carries 0.77; number 19, C, carries -0.15; number 20, C, carries 0.02; number 21, C, carries -0.01; number 22, C, carries -0.09; number 23, N, carries 0.05; number 24, C, carries -0.14; number 25, C, carries -0.33; number 26, O, carries -0.24; number 27, H, carries 0.12; number 28, H, carries 0.11; number 29, H, carries 0.12; number 30, H, carries 0.11; number 31, C, carries -0.05; number 32, C, carries -0.55; number 33, C, carries -0.03; number 34, C, carries -0.02; number 35, C, carries -0.11; number 36, C, carries 0.03; number 37, C, carries -0.10; number 38, N, carries 0.01; number 39, C, carries -0.17; number 40, C, carries 0.08; number 41, C, carries -0.17; number 42, C, carries 0.07; number 43, C, carries -0.12; number 44, C, carries 0.05; number 45, C, carries -0.06; number 46, N, carries 0.02; number 47, C, carries -0.55; number 48, C, carries -0.02; number 49, C, carries -0.03; number 50, C, carries -0.05; number 51, H, carries 0.10; number 52, H, carries 0.10; number 53, H, carries 0.09; number 54, H, carries 0.10; number 55, H, carries 0.08; number 56, H, carries 0.10; number 57, H, carries 0.10; number 58, H, carries 0.09; number 59, H, carries 0.09; number 60, H, carries 0.13; number 61, H, carries 0.10; number 62, H, carries 0.11; number 63, H, carries 0.12; number 64, H, carries 0.12; number 65, H, carries 0.11; number 66, H, carries 0.09; number 67, H, carries 0.10; number 68, H, carries 0.10; number 69, H, carries 0.08; number 70, H, carries 0.10; number 71, H, carries 0.10; number 72, H, carries 0.09; number 73, H, carries 0.10; number 74, H, carries 0.10; number 75, Cl, carries 0.76; number 76, C, carries -0.63; number 77, C, carries -0.04; number 78, C, carries -0.01; number 79, C, carries -0.11; number 80, N, carries -0.04; number 81, C, carries -0.15; number 82, H, carries 0.13; number 83, H, carries 0.13; number 84, H, carries 0.11; number 85, H, carries 0.12

# 4
A molecular structure, C6H4N2O4Sn. Source: the Open Molecules 2025 dataset; level of theory: ωB97M-V/def2-TZVPD.

Element x y z (Å)
O  3.118  -1.675  1.049
N  3.682  -1.510  -0.021
O  2.857  -1.753  -1.067
C  1.607  -0.998  -0.776
C  0.252  -1.902  -0.400
C  -1.152  -1.087  -0.032
C  -1.062  0.558  -0.102
C  -2.383  1.503  0.264
O  -2.537  1.799  1.585
O  -3.281  1.985  -0.797
C  0.351  1.360  -0.497
N  1.587  0.522  -0.816
H  0.266  -3.075  -0.350
H  -2.101  -1.712  0.258
H  0.387  2.547  -0.515
H  2.490  1.027  -1.043
Sn  -4.081  2.413  3.260

Properties
- Kohn-Sham gap (eV) = 5.544
- M (g/mol) = 286.82
- net charge = +2
- multiplicity = 1

Löwdin charges, unit e, in atom order: number 1, O, carries 0.07; number 2, N, carries 0.01; number 3, O, carries -0.03; number 4, C, carries -0.06; number 5, C, carries 0.12; number 6, C, carries 0.10; number 7, C, carries 0.01; number 8, C, carries -0.35; number 9, O, carries -0.42; number 10, O, carries -0.08; number 11, C, carries 0.12; number 12, N, carries 0.11; number 13, H, carries 0.14; number 14, H, carries 0.13; number 15, H, carries 0.17; number 16, H, carries 0.18; number 17, Sn, carries 1.76

# 5
2 unconnected molecules or ions with the total composition C9H9NO4. Source: the Open Molecules 2025 dataset; level of theory: ωB97M-V/def2-TZVPD.

Element x y z (Å)
C  -1.864  -1.192  0.919
C  -1.383  0.057  -1.098
C  -0.558  -1.633  0.952
C  -0.081  -0.389  -1.069
C  -2.269  -0.336  -0.100
C  0.339  -1.218  -0.031
C  2.295  1.376  0.572
C  2.610  -0.908  -0.462
C  1.259  2.321  0.173
N  -3.613  0.167  -0.114
O  -4.410  -0.324  0.658
O  -3.867  1.064  -0.889
O  3.757  -1.448  -0.292
O  1.620  -1.674  0.062
H  -2.564  -1.480  1.688
H  -1.729  0.715  -1.882
H  -0.221  -2.281  1.745
H  0.637  -0.088  -1.817
H  3.289  1.757  0.289
H  1.444  2.959  -0.698
H  1.297  2.966  1.065
H  0.260  1.892  0.136
H  3.752  -2.301  0.193

Properties
- Kohn-Sham gap (alpha / beta) (eV) = 7.520 / 7.521
- M (g/mol) = 195.17
- multiplicity = 1

Löwdin charges, unit e, in atom order: number 1, C, carries 0.02; number 2, C, carries 0.01; number 3, C, carries 0.03; number 4, C, carries -0.02; number 5, C, carries -0.16; number 6, C, carries -0.26; number 7, C, carries 0.04; number 8, C, carries -0.18; number 9, C, carries -0.22; number 10, N, carries -0.37; number 11, O, carries 0.08; number 12, O, carries 0.08; number 13, O, carries 0.10; number 14, O, carries 0.00; number 15, H, carries 0.12; number 16, H, carries 0.13; number 17, H, carries 0.12; number 18, H, carries 0.12; number 19, H, carries 0.01; number 20, H, carries 0.07; number 21, H, carries 0.10; number 22, H, carries 0.04; number 23, H, carries 0.14

# 6
2 unconnected molecules or ions with the total composition C4H13NO2. Source: the Open Molecules 2025 dataset; level of theory: ωB97M-V/def2-TZVPD.

Element x y z (Å)
C  0.997  -0.220  2.653
C  1.394  -0.632  1.221
C  0.146  -0.268  0.345
N  -0.388  -1.238  -0.592
C  0.406  1.097  -0.251
O  -0.936  1.614  -0.312
H  1.855  -0.150  3.375
H  0.256  -0.998  3.086
H  0.411  0.720  2.699
H  1.621  -1.655  1.050
H  2.262  -0.089  0.691
H  -0.609  -0.038  1.109
H  0.141  -1.545  -1.405
H  -1.331  -1.182  -0.858
H  0.758  1.066  -1.274
H  1.191  1.742  0.289
H  -0.897  2.244  -1.105
O  -2.234  0.088  -3.850
H  -2.946  -0.585  -4.029
H  -2.097  0.030  -2.841

Properties
- Kohn-Sham gap (eV) = 9.693
- M (g/mol) = 107.15
- structure (SMILES) = CC[C@H](N)CO.O
- multiplicity = 1

Löwdin charges, unit e, in atom order: number 1, C, carries -0.12; number 2, C, carries -0.21; number 3, C, carries -0.42; number 4, N, carries 0.06; number 5, C, carries -0.25; number 6, O, carries -0.10; number 7, H, carries 0.07; number 8, H, carries 0.11; number 9, H, carries 0.07; number 10, H, carries 0.08; number 11, H, carries 0.12; number 12, H, carries 0.12; number 13, H, carries 0.08; number 14, H, carries 0.04; number 15, H, carries 0.11; number 16, H, carries 0.14; number 17, H, carries 0.12; number 18, O, carries -0.12; number 19, H, carries 0.05; number 20, H, carries 0.05